Model one:
C28H70O14 | ωB97M-V/def2-TZVPD

The geometry in XYZ format:
```
112
C28H70O14 ωB97M-V/def2-TZVPD
C 6.0158 1.8490 -1.3480
O 5.0791 1.1947 -2.1441
C 5.2103 1.5670 -3.5523
C 4.1285 0.8160 -4.2880
O 2.8720 1.2808 -3.7770
C 1.8925 0.3116 -4.0673
H 5.6531 1.6015 -0.3666
H 6.0971 2.9307 -1.5687
H 6.9651 1.3536 -1.4360
H 6.2123 1.3121 -3.8769
H 5.0526 2.6511 -3.5791
H 4.3580 -0.2768 -4.1373
H 4.1623 1.0906 -5.3209
H 2.2264 -0.6821 -3.7880
H 1.6088 0.2649 -5.1315
H 1.0265 0.5681 -3.5007
C -2.0736 -5.1551 1.7638
O -1.7197 -3.8210 1.6192
C -0.6073 -3.6333 0.7634
C -0.0016 -2.2076 0.8639
O -0.3644 -1.4456 -0.2375
C -1.6984 -1.1251 -0.2043
H -1.1790 -5.6892 2.0460
H -2.6077 -5.5711 0.8675
H -2.8179 -5.1391 2.5719
H -0.9735 -3.6625 -0.2746
H 0.0550 -4.4586 0.9095
H 1.1360 -2.3077 0.8669
H -0.2086 -1.6775 1.8093
H -1.9161 -0.1703 0.3041
H -2.3101 -1.8758 0.2843
H -2.1117 -0.9563 -1.2173
C -4.8243 1.6370 -0.1608
O -3.7211 2.4171 0.3163
C -3.3151 3.5961 -0.4513
C -2.6011 4.5054 0.5329
O -1.3031 4.0303 0.7868
C -0.5625 4.9476 1.5478
H -4.5830 1.2711 -1.1647
H -5.7438 2.2350 -0.3678
H -5.0263 0.8393 0.5502
H -4.1106 4.0622 -0.9933
H -2.6538 3.3452 -1.2805
H -3.2094 4.5151 1.4112
H -2.4652 5.4996 0.0573
H -0.6495 5.9416 1.0896
H 0.4710 4.7371 1.7374
H -1.0806 5.1033 2.5555
C -4.9353 1.7894 -5.5061
O -5.2498 0.8338 -4.4836
C -4.1421 -0.0581 -4.2229
C -4.6446 -1.0859 -3.2032
O -5.3924 -2.0378 -3.9199
C -6.7901 -1.6404 -4.1718
H -4.8181 1.2180 -6.4628
H -4.0281 2.3122 -5.3417
H -5.8495 2.4048 -5.5822
H -3.3893 0.6342 -3.8774
H -3.8844 -0.6358 -5.1061
H -5.2530 -0.5538 -2.4500
H -3.7354 -1.5248 -2.7270
H -6.9145 -0.9279 -5.0511
H -7.2390 -1.0449 -3.3229
H -7.3620 -2.5280 -4.2828
C 0.7396 2.8879 5.5267
O -0.1797 2.2132 4.7570
C 0.4475 1.5654 3.7498
C -0.7517 1.0579 2.9155
O -1.2606 -0.0888 3.7412
C -2.5741 0.0155 4.1385
H 0.1941 3.2072 6.3845
H 1.1548 3.7633 5.0775
H 1.6483 2.2455 5.6970
H 0.9322 0.6425 4.0659
H 1.1717 2.2548 3.2250
H -0.5458 0.6391 1.9508
H -1.4741 1.8562 2.8556
H -2.8604 0.9246 4.6003
H -2.7915 -0.8174 4.8466
H -3.2272 -0.1384 3.2915
C 1.8999 3.0587 -0.4939
O 2.1258 2.4960 0.8197
C 1.8434 1.0784 0.6295
C 2.8936 0.2380 -0.1354
O 4.0223 0.0990 0.6682
C 4.8494 -0.9184 0.2802
H 2.0704 4.1252 -0.5665
H 0.8188 2.8408 -0.7847
H 2.5769 2.5353 -1.1895
H 0.9222 1.1027 0.1130
H 1.7326 0.6473 1.6488
H 3.0497 0.5169 -1.1940
H 2.4580 -0.7502 -0.2518
H 4.2734 -1.8315 0.2101
H 5.5806 -1.0723 1.0534
H 5.1008 -0.7558 -0.7889
C 1.1356 -2.3549 3.9859
O 1.6537 -3.5433 3.4238
C 3.0181 -3.4759 3.1374
C 3.3695 -4.5279 2.1297
O 2.7265 -4.2668 0.9358
C 3.3614 -4.8512 -0.1877
H 1.4920 -1.3854 3.6402
H 1.2450 -2.3361 5.1331
H 0.0438 -2.3980 3.8428
H 3.6039 -3.5656 4.0217
H 3.2179 -2.5462 2.7127
H 3.0304 -5.4103 2.6562
H 4.4494 -4.7156 2.0285
H 4.4130 -4.8429 0.0167
H 3.2528 -4.3270 -1.1719
H 2.9902 -5.8667 -0.4553
```

Its HOMO energy is -9.052 eV. The calculation puts the frontier orbital gap at 9.658 eV. The charge is 0. Its molar mass is 630.85 g/mol.


Model two:
C28H70O14 | ωB97M-V/def2-TZVPD

The geometry in XYZ format:
```
112
C28H70O14 ωB97M-V/def2-TZVPD
C -4.0391 1.6743 2.7895
O -2.9823 2.1395 2.0544
C -1.8013 1.3587 1.9613
C -0.4278 2.2540 1.8210
O 0.1963 2.7811 3.0987
C 1.2346 3.7910 2.9847
H -3.6907 1.1336 3.6694
H -4.7644 1.1849 2.1395
H -4.5626 2.4892 3.2896
H -1.9166 0.6239 1.1645
H -1.5977 0.6350 2.7505
H -0.5488 3.1432 1.2023
H 0.1860 1.6845 1.1233
H 2.1128 3.5534 3.5850
H 0.8517 4.6778 3.4898
H 1.6048 3.9108 1.9665
C 11.6056 11.3562 9.0278
O 10.2891 11.1781 9.0941
C 9.7380 10.3336 10.1310
C 8.2818 10.1266 9.8664
O 8.0588 8.7062 9.3848
C 8.3551 8.6206 7.9966
H 12.1608 10.5268 8.5897
H 11.9779 11.6381 10.0126
H 11.8546 12.2155 8.4052
H 9.7766 10.8199 11.1058
H 10.2010 9.4191 10.5017
H 7.7494 10.9479 9.3867
H 7.7829 10.0547 10.8328
H 7.5306 8.9628 7.3712
H 8.4704 7.6116 7.6007
H 9.2672 9.1538 7.7283
C 7.4553 0.7528 3.7549
O 7.8565 1.9195 2.9575
C 8.6892 1.5388 1.8034
C 7.9713 1.4449 0.3845
O 7.0147 0.4370 0.5000
C 6.3614 0.1428 -0.7464
H 6.9070 -0.0313 3.2328
H 6.6456 1.0113 4.4374
H 8.2899 0.2896 4.2811
H 9.1177 0.5592 2.0155
H 9.4263 2.3409 1.8397
H 8.6250 1.0606 -0.3985
H 7.4972 2.3921 0.1272
H 5.8320 -0.8010 -0.6161
H 7.1393 0.0080 -1.4979
H 5.6731 0.9261 -1.0636
C -12.4273 -5.6503 -4.6407
O -11.8157 -6.1764 -3.5071
C -10.9263 -7.3579 -3.6279
C -9.4926 -6.9340 -4.1900
O -8.7245 -6.1134 -3.3666
C -9.2942 -4.7897 -3.1264
H -12.2456 -4.5803 -4.7423
H -13.5008 -5.7985 -4.5242
H -12.1862 -6.1771 -5.5640
H -11.3878 -8.1521 -4.2147
H -10.8045 -7.7018 -2.6007
H -9.7684 -6.3151 -5.0438
H -8.8677 -7.7302 -4.5946
H -9.5103 -4.2823 -4.0666
H -8.5211 -4.1957 -2.6390
H -10.1757 -4.8188 -2.4858
C -4.9843 4.0628 -4.5151
O -5.9246 3.1966 -5.0382
C -7.3249 3.3492 -4.5581
C -8.2518 2.4534 -5.3574
O -9.2642 1.9920 -4.4466
C -10.3185 2.9810 -4.1567
H -5.2073 5.0769 -4.8465
H -3.9813 3.8204 -4.8663
H -4.9064 4.0417 -3.4281
H -7.7366 4.3276 -4.8055
H -7.3592 3.1032 -3.4968
H -7.6580 1.5834 -5.6380
H -8.5409 2.8609 -6.3261
H -9.9830 4.0161 -4.0923
H -11.0304 2.7334 -3.3693
H -10.9146 3.0943 -5.0622
C 3.9602 -9.2195 2.8868
O 3.2622 -7.9626 2.7608
C 2.5519 -7.6978 3.9221
C 1.8819 -6.3519 3.9360
O 1.0077 -6.0989 2.8715
C -0.2909 -6.7313 2.8497
H 4.2207 -9.5773 3.8829
H 4.8949 -9.2518 2.3270
H 3.3179 -10.0189 2.5174
H 3.1632 -7.9412 4.7911
H 1.7449 -8.4267 3.8469
H 2.7294 -5.7022 3.7176
H 1.3835 -6.1660 4.8874
H -0.2081 -7.7799 3.1355
H -0.7676 -6.7187 1.8695
H -0.9541 -6.2071 3.5378
C -0.0994 -2.7429 -5.4629
O 0.8724 -3.0459 -6.4225
C 1.2556 -2.1829 -7.3878
C 1.5755 -2.9334 -8.6936
O 0.7877 -4.0854 -8.8748
C -0.4368 -3.7887 -9.5103
H -1.0694 -2.8141 -5.9549
H -0.0435 -1.7320 -5.0593
H 0.0668 -3.4802 -4.6775
H 2.1314 -1.5972 -7.1083
H 0.6075 -1.3181 -7.5303
H 2.5779 -3.3588 -8.6452
H 1.6373 -2.3188 -9.5917
H -0.4034 -3.8151 -10.5994
H -0.8590 -2.8314 -9.2048
H -0.9199 -4.7203 -9.2159
```

Its HOMO energy is -9.167 eV. The calculation puts the frontier orbital gap at 9.823 eV. The charge is 0. Its molar mass is 630.85 g/mol.


Q: Which of them is the most stable? A: model one.


Model one:
C5H10Cl2NO | ωB97M-V/def2-TZVPD

The geometry in XYZ format:
```
19
C5H10Cl2NO ωB97M-V/def2-TZVPD
C -0.5314 -0.2764 -0.2102
C -0.2161 -1.7458 -2.0554
C -1.3866 -1.1470 0.7049
C 1.1766 1.4206 -0.6149
C 0.2001 1.3735 1.5633
N 0.5560 0.4915 0.4135
O -0.2118 -0.5952 -1.5035
Cl -0.1799 -1.7157 -3.8201
Cl -0.5461 -3.2640 -1.2898
H -1.9672 -0.4438 1.4194
H -0.6262 -1.7148 1.2913
H -2.0899 -1.8302 0.1807
H 2.0704 1.9260 -0.2151
H 1.4421 0.6678 -1.4060
H 0.3535 2.1184 -0.9282
H -0.8722 1.8750 1.5532
H 0.5337 0.9343 2.6268
H 0.9464 2.0738 1.5915
H 1.3487 -0.1481 0.6986
```

Its HOMO energy (spin up / spin down) is -11.350 / -12.532 eV. The calculation puts the frontier orbital gap (spin up / spin down) at 6.877 / 9.025 eV. The charge is +1. Its molar mass is 171.05 g/mol.


Model two:
C5H10Cl2NO | ωB97M-V/def2-TZVPD

The geometry in XYZ format:
```
19
C5H10Cl2NO ωB97M-V/def2-TZVPD
C 1.3003 -0.3921 -1.1616
C -0.1460 -0.5323 -0.7213
C -0.5633 -1.8962 -0.2428
C -0.3790 0.5642 0.2909
N 0.3013 0.2906 1.5904
O -1.7568 1.0324 0.5525
C -0.9038 1.9880 0.0556
Cl -1.2128 2.8245 -1.4094
Cl -0.3397 3.1566 1.2691
H 2.1129 -0.5689 -0.3794
H 1.5739 0.5492 -1.4719
H 1.4730 -1.0770 -1.9212
H -0.7679 -0.2069 -1.5811
H 0.0906 -2.3241 0.5201
H -0.4966 -2.4959 -1.0919
H -1.6122 -1.5434 0.1703
H 0.8109 -0.5181 1.2844
H -0.4162 0.0243 2.2878
H 0.9314 1.1252 1.9596
```

Its HOMO energy is -15.130 eV. The calculation puts the frontier orbital gap at 11.572 eV. The charge is +1. Its molar mass is 171.05 g/mol.


Q: Which of them is the most stable? A: model two.


Model one:
C4H14N | ωB97M-V/def2-TZVPD

The geometry in XYZ format:
```
19
C4H14N ωB97M-V/def2-TZVPD
C -1.1615 1.8042 0.8044
C -0.6823 1.2553 -0.4793
N -1.1297 0.7652 1.9368
H -0.3581 2.5832 0.8409
H -2.1868 2.3260 0.5681
H 0.2671 0.6922 -0.6123
H -0.6406 2.1107 -1.2001
H -0.2392 0.1143 1.7922
H -1.1430 1.4825 2.8780
H -1.9639 0.1072 1.9381
H -1.4053 0.6517 -1.0624
C 1.2301 -1.8639 -1.6960
C 1.4520 -1.4814 -0.1201
H 1.4186 -1.1670 -2.3818
H 1.8030 -2.7226 -2.0989
H 0.2397 -2.3321 -1.7085
H 1.2480 -2.3859 0.5189
H 0.7647 -0.6862 0.1791
H 2.4872 -1.2535 -0.0971
```

Its HOMO energy (spin up / spin down) is -19.905 / -19.897 eV. Its spin multiplicity is 2. Its expectation value of S² is 0.753. The calculation puts the frontier orbital gap (spin up / spin down) at 12.438 / 4.844 eV. The charge is +2. Its molar mass is 76.16 g/mol.


Model two:
C4H14N | ωB97M-V/def2-TZVPD

The geometry in XYZ format:
```
19
C4H14N ωB97M-V/def2-TZVPD
C 1.6109 -0.8684 1.2098
N 1.4972 0.1353 0.0593
C 2.0648 -0.3346 -1.2152
H 1.1473 -0.3471 2.0580
H 1.1101 -1.7871 0.8840
H 2.6657 -1.1345 1.3146
H 1.9032 0.9987 0.3779
H 0.4907 0.3043 -0.0471
H 3.1312 -0.3911 -1.0468
H 1.8818 0.4002 -1.9973
H 1.5858 -1.2715 -1.4554
C -1.6223 0.5479 0.0973
C -3.1230 0.5599 -0.1409
H -1.4285 0.7710 1.1820
H -1.1350 1.1759 -0.6713
H -1.2300 -0.4525 0.0002
H -3.5500 1.5591 0.0678
H -3.3729 0.3164 -1.1842
H -3.6271 -0.1820 0.5073
```

Its HOMO energy (spin up / spin down) is -21.842 / -21.839 eV. Its spin multiplicity is 2. Its expectation value of S² is 0.753. The calculation puts the frontier orbital gap (spin up / spin down) at 14.646 / 5.800 eV. The charge is +2. Its molar mass is 76.16 g/mol.


Q: Which of them is the most stable? A: model two.


Model one:
C3H6ClNS | ωB97M-V/def2-TZVPD

The geometry in XYZ format:
```
12
C3H6ClNS ωB97M-V/def2-TZVPD
C 1.6949 -0.5746 0.1830
N 0.1907 -0.7145 0.1792
C -0.4484 0.2979 -0.5532
Cl 0.0665 1.9819 0.0471
C -1.9398 0.4222 -0.1877
S -2.6156 -0.2692 1.1613
H 1.9517 -0.7741 1.2085
H 2.1837 -1.2745 -0.4332
H 1.8697 0.5555 -0.1260
H -0.2224 -0.9157 1.0628
H -0.1521 0.2633 -1.6687
H -2.5789 1.0016 -0.8732
```

Its HOMO energy is -9.191 eV. The calculation puts the frontier orbital gap at 8.459 eV. The charge is 0. Its molar mass is 123.61 g/mol.


Model two:
C3H6ClNS | ωB97M-V/def2-TZVPD

The geometry in XYZ format:
```
12
C3H6ClNS ωB97M-V/def2-TZVPD
C -0.4606 1.4271 0.4081
C -0.3868 0.2992 -0.6105
Cl -1.9342 -0.6197 -0.6939
C 0.7471 -0.6348 -0.2344
N 0.4768 -1.7452 0.4154
S 2.3016 -0.1195 -0.6879
H -1.1466 2.1931 0.0756
H -0.7601 0.9854 1.3458
H 0.5552 1.8846 0.3941
H -0.1480 0.6550 -1.5702
H -0.5092 -2.0100 0.4921
H 1.2647 -2.3151 0.6660
```

Its HOMO energy is -8.529 eV. The calculation puts the frontier orbital gap at 9.143 eV. The charge is 0. Its molar mass is 123.61 g/mol.


Q: Which of them is the most stable? A: model two.